a:
Formula: C6H15NO2
Source: OMol25
Level of theory: ωB97M-V/def2-TZVPD

XYZ file:
```
24
Properties=species:S:1:pos:R:3:mulliken_charge:R:1
C 0.00000 0.00000 0.00000 -1.070
C 0.17138 -1.10642 -0.94219 -0.294
C 1.52372 -0.93689 -1.70030 0.458
O 1.56687 -0.00583 -2.51251 -0.646
N 2.55299 -1.76160 -1.46555 0.074
C 2.69953 -2.56204 -0.26234 -0.930
C 3.86918 -1.52065 -2.22744 -0.474
C 3.75722 -2.08292 -3.72252 -1.123
H -0.15369 0.98373 -0.47463 0.283
H 0.90932 0.04792 0.62244 0.273
H -0.86261 -0.21406 0.65322 0.318
H 0.18894 -1.99553 -0.28293 0.234
H -0.67116 -1.22865 -1.64974 0.309
H 3.73670 -2.88810 -0.07644 0.325
H 2.04769 -3.45176 -0.27352 0.278
H 2.38365 -1.90487 0.56529 0.298
H 4.01496 -0.42348 -2.20699 0.278
H 4.72083 -1.98335 -1.69259 0.455
H 4.78976 -2.14073 -4.10609 0.344
H 3.19514 -1.35663 -4.33339 0.324
H 3.28543 -3.07396 -3.83147 0.275
O 6.93973 -4.13103 -2.98344 -0.643
H 7.24543 -3.22740 -2.74207 0.322
H 6.18219 -3.98190 -3.59347 0.331
```

Computed properties:
- highest occupied orbital energy (Ha) = -0.342
- E_LUMO (eV) = 0.66
- SMILES = CCC(=O)N(C)CC.O
- HOMO-LUMO gap (eV) = 9.958

b:
Formula: C6H15NO2
Source: OMol25
Level of theory: ωB97M-V/def2-TZVPD

XYZ file:
```
24
Properties=species:S:1:pos:R:3:mulliken_charge:R:1
C -0.84128 -1.76067 -0.92239 -1.599
C 0.25105 -0.73095 -1.19386 0.671
C -0.28328 0.57650 -1.79006 -1.827
C 1.09559 -0.50130 0.06935 0.317
N 2.30452 0.21744 -0.33471 -0.715
C 0.44949 0.23941 1.27559 -1.012
C -0.86045 1.05801 1.22039 0.081
O -0.78403 2.16174 2.08472 -0.586
O -1.92858 0.22576 1.60624 -0.533
H -1.45358 -1.90484 -1.80975 0.411
H -0.40166 -2.71820 -0.65086 0.410
H -1.47862 -1.43001 -0.10589 0.264
H 0.93964 -1.17445 -1.92657 0.507
H 0.28068 1.41785 -1.40197 0.473
H -0.16545 0.57451 -2.86789 0.380
H -1.34516 0.70181 -1.57531 0.337
H 1.35509 -1.50956 0.44861 0.341
H 2.97522 0.24600 0.42600 0.237
H 2.74399 -0.25191 -1.11804 0.241
H 1.20414 0.94507 1.62455 0.383
H 0.27397 -0.48957 2.06508 0.333
H -1.04855 1.51159 0.24156 0.261
H -0.56089 1.85115 2.97372 0.326
H -2.72183 0.74462 1.66148 0.298
```

Computed properties:
- highest occupied orbital energy (Ha) = -0.341
- E_LUMO (eV) = 0.86
- SMILES = CC(C)[C@@H](N)CC(O)O
- HOMO-LUMO gap (eV) = 10.145

Least stable structure: a

a:
Formula: C2H3NO2S2
Source: OMol25
Level of theory: ωB97M-V/def2-TZVPD

XYZ file:
```
10
Properties=species:S:1:pos:R:3:mulliken_charge:R:1
C -0.44958 -0.18791 -0.84972 -0.196
C -1.81053 1.74932 0.39067 0.636
N -2.69839 1.18142 0.81969 -0.234
O -0.85641 2.38063 -0.05534 -0.553
O 1.66191 0.09002 0.79662 -0.450
S -1.38317 -1.26928 -0.14251 -0.187
S 1.20428 -0.67201 -0.62599 0.046
H -0.55218 0.65419 -1.58895 0.381
H 1.61476 -0.51725 1.51248 0.331
H -3.57973 0.83410 0.86098 0.226
```

Computed properties:
- highest occupied orbital energy (Ha) = -0.300
- E_LUMO (eV) = -1.19
- HOMO-LUMO gap (eV) = 6.960

b:
Formula: C2H3NO2S2
Source: OMol25
Level of theory: ωB97M-V/def2-TZVPD

XYZ file:
```
10
Properties=species:S:1:pos:R:3:mulliken_charge:R:1
C -0.62325 -0.90993 0.02687 -0.571
C 0.47057 -0.22292 -0.08202 0.516
N 1.84143 -0.70548 -0.03525 0.853
O 2.03905 -1.86121 -0.31876 -0.512
O 2.67038 0.16616 0.29096 -0.494
S -2.83790 0.43050 0.14778 -0.236
S 0.47791 1.54009 -0.30064 -0.166
H -1.12617 -1.72256 0.54703 0.359
H -2.41649 1.32806 -0.68701 0.127
H -0.49554 1.95728 0.41104 0.123
```

Computed properties:
- highest occupied orbital energy (alpha / beta) (Ha) = -0.354 / -0.355
- E_LUMO (alpha / beta) (eV) = -2.09 / -2.06
- HOMO-LUMO gap (alpha / beta) (eV) = 7.553 / 7.589

c:
Formula: C2H3NO2S2
Source: OMol25
Level of theory: ωB97M-V/def2-TZVPD

XYZ file:
```
10
Properties=species:S:1:pos:R:3:mulliken_charge:R:1
C 1.08479 0.37699 0.11103 0.260
C -1.64547 -0.17800 0.49549 -0.568
N 1.59550 -0.83121 0.04978 0.785
O 2.14577 -1.36554 0.97793 -0.562
O 1.30368 -1.38049 -1.05382 -0.518
S 1.13638 1.89886 -0.31434 -0.220
S -1.66490 1.43900 -0.04855 -0.103
H -1.44529 -0.24497 1.47304 0.393
H -1.18524 -0.93392 -0.24958 0.319
H -1.32522 1.21928 -1.44097 0.213
```

Computed properties:
- highest occupied orbital energy (alpha / beta) (Ha) = -0.318 / -0.304
- E_LUMO (alpha / beta) (eV) = -1.13 / -2.03
- HOMO-LUMO gap (alpha / beta) (eV) = 7.512 / 6.236

d:
Formula: C2H3NO2S2
Source: OMol25
Level of theory: ωB97M-V/def2-TZVPD

XYZ file:
```
10
Properties=species:S:1:pos:R:3:mulliken_charge:R:1
C -1.06536 0.50964 -1.35952 -1.016
C -0.10437 -0.13548 -0.35535 0.554
S 1.05276 -1.11800 -0.96760 -0.343
N -0.14536 0.10822 0.95380 -0.320
S 1.04384 -0.36241 1.85287 0.960
O 0.72457 -0.06914 3.22198 -0.429
O 2.32455 -0.87823 1.48703 -0.372
H -0.47821 1.23498 -1.78601 0.322
H -2.04495 0.75901 -0.83209 0.275
H -1.30748 -0.04859 -2.21511 0.369
```

Computed properties:
- highest occupied orbital energy (Ha) = -0.322
- E_LUMO (eV) = -1.47
- SMILES = CC(=S)N=S(=O)=O
- HOMO-LUMO gap (eV) = 7.277

Least stable structure: c

a:
Formula: C5H6N2
Source: OMol25
Level of theory: ωB97M-V/def2-TZVPD

XYZ file:
```
13
Properties=species:S:1:pos:R:3:mulliken_charge:R:1
C 1.30549 1.11416 1.25821 -0.723
C 1.42400 0.35434 0.17010 -0.416
C 0.34376 -0.54116 -0.34159 0.248
N -0.70889 -0.84704 0.63664 -0.602
C -1.03082 0.06906 -0.44610 0.004
C -1.90455 -0.44130 -1.42208 -0.025
N -2.60850 -0.97950 -2.15898 -0.447
H 2.11988 1.71282 1.66142 0.274
H 0.32183 1.15389 1.74212 0.250
H 2.34195 0.25438 -0.29640 0.366
H 0.69631 -1.22241 -1.13868 0.397
H -1.20404 -1.74955 0.48917 0.300
H -1.09641 1.12231 -0.15382 0.373
```

Computed properties:
- highest occupied orbital energy (Ha) = -0.363
- E_LUMO (eV) = 0.98
- SMILES = C=C[C@H]1N[C@@H]1C#N
- HOMO-LUMO gap (eV) = 10.847

b:
Formula: C5H6N2
Source: OMol25
Level of theory: ωB97M-V/def2-TZVPD

XYZ file:
```
13
Properties=species:S:1:pos:R:3:mulliken_charge:R:1
N -1.66112 1.41934 0.88815 -0.557
C -1.59740 0.25567 0.81257 0.223
C -0.67005 -0.82980 0.45695 0.099
C -0.30352 -0.70759 -1.04102 -0.668
C 1.00053 -0.07496 -0.56295 -0.131
C 0.84378 1.03785 0.46002 -0.238
N 0.71531 -0.36263 0.88914 -0.494
H -0.91146 -1.82395 0.83893 0.359
H -0.95966 -0.09253 -1.65968 0.262
H -0.17064 -1.68914 -1.50563 0.276
H 1.94985 -0.40291 -1.01694 0.282
H -0.19301 1.83012 0.69783 0.330
H 1.81763 1.40878 0.79866 0.257
```

Computed properties:
- highest occupied orbital energy (Ha) = -0.352
- E_LUMO (eV) = 0.85
- SMILES = N#C[C@H]1C[C@H]2CN21
- HOMO-LUMO gap (eV) = 10.440

Least stable structure: b

a:
Formula: C5H6N2
Source: OMol25
Level of theory: ωB97M-V/def2-TZVPD

XYZ file:
```
13
Properties=species:S:1:pos:R:3:mulliken_charge:R:1
C -1.58074 -0.34120 -1.77869 -1.023
C -0.77538 0.56830 -0.90652 0.542
N -0.14559 1.62489 -0.82899 -0.465
C -0.25854 0.86452 0.49628 -0.148
C 0.86448 0.06452 0.88765 0.030
N 1.82895 -0.62073 0.43276 -0.552
C 1.74381 -0.50665 1.90279 -0.187
H -1.56015 -1.30196 -1.32185 0.303
H -2.46305 0.08874 -2.17438 0.344
H -0.96255 -0.48852 -2.62321 0.350
H -0.76067 1.49980 1.29063 0.369
H 2.44567 0.05852 2.29981 0.247
H 1.62375 -1.51022 2.32372 0.190
```

Computed properties:
- highest occupied orbital energy (Ha) = -0.341
- E_LUMO (eV) = 0.88
- SMILES = CC1=N[C@@H]1C1=NC1
- HOMO-LUMO gap (eV) = 10.169

b:
Formula: C5H6N2
Source: OMol25
Level of theory: ωB97M-V/def2-TZVPD

XYZ file:
```
13
Properties=species:S:1:pos:R:3:mulliken_charge:R:1
C -2.35396 -0.03788 0.63499 -0.331
C -2.32027 -0.13413 -0.66473 -0.515
C 0.73921 0.50328 -0.02026 -0.757
C 1.54958 -0.77179 -0.03490 -0.309
C -1.06303 -0.55121 -0.00588 0.501
N 0.70090 -2.00850 0.04955 -0.494
N -0.50024 -1.79455 0.01718 -0.018
H -2.89196 0.08645 1.63119 0.321
H -2.79853 -0.27658 -1.53150 0.420
H 0.73251 0.91753 0.97658 0.263
H 1.08400 1.08962 -0.87652 0.334
H 1.99472 -0.70582 -1.05605 0.246
H 2.25027 -0.88689 0.73222 0.338
```

Computed properties:
- highest occupied orbital energy (Ha) = -0.308
- E_LUMO (eV) = 0.73
- HOMO-LUMO gap (eV) = 9.121

c:
Formula: C5H6N2
Source: OMol25
Level of theory: ωB97M-V/def2-TZVPD

XYZ file:
```
13
Properties=species:S:1:pos:R:3:mulliken_charge:R:1
N -1.18256 -1.01457 -1.11571 -0.257
C -2.22392 -0.83428 -1.65175 -0.020
C -0.74539 -0.62674 0.18460 0.174
C 0.69947 -0.90390 0.48565 -0.694
C 0.84428 0.59256 0.68453 -0.175
C 0.39552 1.36084 -0.48612 -0.228
N -0.62167 0.85238 0.43080 -0.519
H -1.49402 -0.96920 0.90213 0.383
H 1.19087 -1.33633 -0.38275 0.255
H 0.82074 -1.53048 1.36209 0.281
H 1.38869 1.03393 1.51178 0.325
H 0.41808 0.93252 -1.48252 0.228
H 0.50991 2.44326 -0.44274 0.246
```

Computed properties:
- highest occupied orbital energy (Ha) = -0.356
- E_LUMO (eV) = 0.85
- HOMO-LUMO gap (eV) = 10.540

d:
Formula: C5H6N2
Source: OMol25
Level of theory: ωB97M-V/def2-TZVPD

XYZ file:
```
13
Properties=species:S:1:pos:R:3:mulliken_charge:R:1
N -2.55726 0.49926 -0.99236 -0.462
C -1.41423 0.73553 -0.97282 0.164
C -0.00493 1.02748 -0.84731 0.142
C 0.67066 0.75636 0.44573 -0.111
C -0.00427 -0.42756 1.12711 -0.749
C 0.41036 -1.22502 -0.12971 -0.343
N 1.02747 -0.02133 -0.77171 -0.507
H 0.31841 1.88292 -1.43214 0.368
H 1.35391 1.47228 0.89636 0.358
H 0.44622 -0.76241 2.06019 0.289
H -1.08140 -0.29417 1.27758 0.275
H 1.20543 -1.94433 0.07180 0.289
H -0.37037 -1.69900 -0.73272 0.288
```

Computed properties:
- highest occupied orbital energy (Ha) = -0.362
- E_LUMO (eV) = 0.96
- SMILES = N#C[C@H]1[C@H]2CCN21
- HOMO-LUMO gap (eV) = 10.808

Least stable structure: b